The following is a DFT calculation (ωB97M-V with the def2-TZVPD basis set) of C23H20F5N3O4PdTe as an isolated structure.

Cartesian coordinates (Å):
Pd1 -1.24 -0.98 -1.44
O1 0.70 -3.00 -1.20
C1 0.45 -3.77 -0.25
C2 1.49 -4.29 0.61
C3 1.25 -5.16 1.64
C4 -0.05 -5.59 1.95
C5 -1.08 -5.10 1.18
C6 -0.88 -4.22 0.11
C7 -2.05 -3.80 -0.63
N1 -2.26 -2.73 -1.39
C8 -3.54 -2.78 -1.87
C9 -4.14 -3.92 -1.43
N2 -3.19 -4.55 -0.66
H1 2.49 -3.95 0.38
H2 2.09 -5.50 2.24
H3 -0.24 -6.24 2.79
H4 -2.10 -5.37 1.45
H5 -3.91 -2.00 -2.52
H6 -5.12 -4.33 -1.59
H7 -3.27 -5.44 -0.21
C10 -0.52 3.86 1.21
O2 0.29 3.11 0.33
C11 1.30 3.70 -0.31
C12 1.55 5.07 -0.27
C13 2.61 5.63 -0.97
C14 3.44 4.81 -1.71
C15 3.21 3.44 -1.74
C16 2.15 2.85 -1.05
N3 2.05 1.45 -1.11
C17 0.97 0.57 -0.70
C18 0.76 0.45 0.79
C19 1.63 1.04 1.70
C20 1.51 0.88 3.07
C21 0.48 0.07 3.55
C22 -0.38 -0.56 2.67
C23 -0.24 -0.42 1.27
O3 -1.04 -1.13 0.52
H8 -1.26 3.16 1.59
H9 -1.03 4.67 0.68
H10 0.08 4.26 2.04
H11 0.88 5.70 0.30
H12 2.77 6.70 -0.93
H13 4.27 5.23 -2.28
H14 3.86 2.80 -2.32
H15 2.49 1.10 -1.94
H16 1.31 -0.42 -1.03
H17 2.43 1.66 1.32
H18 2.20 1.37 3.75
H19 0.35 -0.08 4.62
H20 -1.16 -1.22 3.02
F1 -2.71 1.68 -0.46
Te1 -1.91 1.97 -2.23
F2 -1.59 3.64 -1.42
F3 -3.58 2.87 -2.77
F4 -0.66 2.81 -3.53
F5 -1.69 -0.83 -3.36
O4 -0.20 0.81 -1.48

Output
* E_LUMO: 0.17238 Ha
* net charge: -2

The following is a DFT calculation (ωB97M-V with the def2-TZVPD basis set) of a 2-piece molecular cluster, C2H3O2S overall in a non-equilibrium geometry.

Cartesian coordinates (Å):
C1 -1.11 -0.23 -2.32
C2 1.14 0.58 1.26
O1 -0.08 0.33 -2.17
O2 2.09 0.97 1.95
S1 -2.06 -1.09 -0.90
H1 0.27 0.45 1.83
H2 1.05 0.43 0.23
H3 -1.29 -1.44 0.13

Output
* E_LUMO: 0.13634 Ha
* net charge: -1

The following is a DFT calculation (ωB97M-V with the def2-TZVPD basis set) of a 3-piece molecular cluster, C5H6ClNO3 overall in a non-equilibrium geometry.

Cartesian coordinates (Å):
C1 0.17 1.70 -0.86
C2 1.24 0.85 -0.35
O1 1.91 1.08 0.64
C3 1.29 -0.51 -0.90
N1 1.52 -1.65 -1.04
O2 1.79 -2.77 -1.44
H1 0.64 2.69 -0.68
H2 -0.70 1.66 -0.23
H3 -0.11 1.37 -1.86
C4 -0.29 0.15 2.77
C5 -0.51 -0.87 2.10
Cl1 -0.74 -2.42 1.56
H4 0.08 1.12 2.97
O3 -2.09 -0.37 -0.90
H5 -2.43 -1.04 -1.55
H6 -1.78 -0.98 -0.25

Output
* E_LUMO: -0.01091 Ha
* net charge: 0

The following is a DFT calculation (ωB97M-V with the def2-TZVPD basis set) of C37H38BCrNO5S as an isolated structure in a non-equilibrium geometry.

Cartesian coordinates (Å):
C1 3.69 5.55 -1.18
C2 2.57 4.79 -0.58
C3 2.25 4.69 0.76
C4 1.01 4.04 1.00
C5 0.29 3.78 -0.17
B1 1.61 -0.97 -1.02
C6 -1.10 3.52 -0.32
C7 -1.92 3.39 0.83
C8 -3.29 3.43 0.72
C9 -3.91 3.51 -0.56
N1 -5.26 3.37 -0.67
C10 -5.89 3.25 -1.97
C11 -6.08 3.03 0.48
C12 -3.09 3.61 -1.72
C13 -1.71 3.56 -1.60
O1 2.40 -1.38 -2.04
C14 3.73 -0.84 -1.73
C15 4.66 -2.01 -1.99
C16 4.02 0.29 -2.71
C17 3.61 -0.33 -0.22
C18 4.11 -1.35 0.80
C19 4.15 1.05 0.12
O2 2.20 -0.20 -0.04
S1 1.36 4.02 -1.56
H1 4.23 6.09 -0.39
H2 4.40 4.89 -1.70
H3 3.31 6.28 -1.91
H4 2.90 5.10 1.53
H5 0.62 3.82 1.98
H6 -1.45 3.29 1.81
H7 -3.89 3.33 1.62
H8 -5.68 2.28 -2.45
H9 -6.97 3.33 -1.84
H10 -5.55 4.05 -2.64
H11 -5.87 3.71 1.32
H12 -7.13 3.14 0.19
H13 -5.92 1.99 0.81
H14 -3.54 3.64 -2.71
H15 -1.11 3.56 -2.50
H16 5.68 -1.78 -1.68
H17 4.32 -2.92 -1.48
H18 4.67 -2.21 -3.06
H19 5.03 0.69 -2.53
H20 3.99 -0.10 -3.73
H21 3.30 1.12 -2.61
H22 5.20 -1.42 0.77
H23 3.83 -1.03 1.81
H24 3.67 -2.34 0.63
H25 5.23 1.12 -0.05
H26 3.64 1.83 -0.47
H27 3.95 1.28 1.17
O3 -3.02 -6.60 3.09
C20 -1.95 -6.17 2.87
Cr1 -0.25 -5.64 2.22
C21 -1.20 -5.11 0.68
O4 -1.87 -4.86 -0.24
C22 -0.18 -7.37 1.40
O5 -0.35 -8.40 0.88
C23 1.16 -5.89 3.87
C24 0.23 -4.89 4.20
C25 -0.02 -3.84 3.32
C26 0.71 -3.69 2.12
C27 0.36 -2.68 1.14
C28 0.13 -1.82 0.30
C29 -0.03 -0.91 -0.84
C30 -1.31 -0.13 -0.84
C31 -1.91 0.16 -2.09
C32 -3.29 0.31 -2.21
C33 -4.09 0.25 -1.05
C34 -3.49 0.11 0.20
C35 -2.11 -0.05 0.32
C36 1.62 -4.73 1.79
C37 1.86 -5.79 2.66
H28 1.32 -6.75 4.53
H29 -0.34 -4.97 5.13
H30 -0.81 -3.11 3.54
H31 -0.14 -1.48 -1.80
H32 -1.27 0.18 -2.98
H33 -3.75 0.45 -3.19
H34 -5.18 0.29 -1.15
H35 -4.12 0.08 1.10
H36 -1.65 -0.20 1.30
H37 2.11 -4.69 0.81
H38 2.56 -6.58 2.37

Output
* E_LUMO (spin up / spin down): -0.31387 / -0.44223 Ha
* net charge: +3
* multiplicity: 4

The following is a DFT calculation (ωB97M-V with the def2-TZVPD basis set) of one molecule with the formula H3NO2S in a non-equilibrium geometry.

Cartesian coordinates (Å):
N1 0.97 0.10 -0.26
S1 -0.61 -0.29 0.22
O1 -1.74 1.28 -0.20
O2 -0.97 -1.65 -0.18
H1 1.10 1.06 0.00
H2 1.46 -0.34 -1.14
H3 -0.21 -0.15 1.56

Output
* E_LUMO: -0.00952 Ha
* net charge: 0

The following is a DFT calculation (ωB97M-V with the def2-TZVPD basis set) of one molecule with the formula C2H5FOS in a non-equilibrium geometry.

Cartesian coordinates (Å):
C1 -0.68 0.94 0.25
C2 -1.20 -0.89 2.05
O1 -1.13 -1.58 -0.54
F1 0.13 -0.95 1.89
S1 -1.79 -0.60 0.31
H1 0.36 0.66 0.70
H2 -1.11 1.67 0.96
H3 -0.61 1.13 -0.78
H4 -1.65 -0.08 2.53
H5 -1.60 -1.80 2.58

Output
* E_LUMO: 0.02602 Ha
* net charge: 0

The following is a DFT calculation (ωB97M-V with the def2-TZVPD basis set) of one molecule with the formula C5H7NO in a non-equilibrium geometry.

Cartesian coordinates (Å):
C1 1.64 -1.06 0.75
C2 0.40 -0.42 0.20
C3 -0.72 -1.04 -0.27
N1 -1.68 -0.07 -0.62
C4 -1.09 1.12 -0.42
O1 -1.38 2.33 -0.94
C5 0.16 0.98 0.15
H1 2.53 -0.78 0.18
H2 1.56 -2.15 0.74
H3 1.81 -0.74 1.79
H4 -0.95 -2.09 -0.35
H5 -2.45 -0.21 -1.25
H6 -0.37 2.43 -0.83
H7 0.55 1.70 0.87

Output
* E_LUMO: 0.03362 Ha
* net charge: 0

The following is a DFT calculation (ωB97M-V with the def2-TZVPD basis set) of an isolated ion of composition C32H50BrClF8NO3Si and charge +1 in a non-equilibrium geometry.

Cartesian coordinates (Å):
C1 -7.01 3.63 1.34
C2 -6.47 2.33 0.78
O1 -5.20 2.60 0.16
C3 -4.15 1.72 0.39
C4 -4.49 0.25 0.16
C5 -5.12 -0.04 -1.19
O2 -5.10 -1.45 -1.38
C6 -3.85 -1.91 -1.81
C7 -3.34 -2.99 -0.87
F1 -3.85 -4.19 -1.21
F2 -3.71 -2.74 0.40
C8 -1.81 -3.11 -0.90
F3 -1.42 -3.46 -2.12
F4 -1.31 -1.86 -0.65
C9 -1.17 -4.04 0.15
F5 0.16 -3.98 -0.07
F6 -1.41 -3.56 1.37
C10 -1.60 -5.51 0.10
F7 -0.85 -6.17 0.98
F8 -1.38 -5.99 -1.12
C11 -3.64 1.99 1.80
N1 -2.39 1.23 2.12
C12 -1.68 1.80 3.31
C13 -0.62 0.82 3.85
C14 -1.03 0.14 5.17
Br1 1.03 1.83 4.07
C15 -1.48 1.18 0.92
C16 -1.85 2.17 -0.17
Cl1 -1.47 3.84 0.44
C17 -0.96 1.87 -1.38
C18 -1.03 2.92 -2.51
C19 0.37 3.46 -2.82
C20 1.18 2.47 -3.65
C21 2.67 2.45 -3.28
C22 2.95 1.62 -2.02
C23 4.21 0.73 -2.09
C24 4.96 0.68 -0.74
Si1 6.21 -0.73 -0.62
C25 6.78 -1.33 -2.32
C26 7.74 -0.11 0.29
C27 5.53 -2.16 0.41
C28 5.01 -1.87 1.69
C29 4.53 -2.90 2.52
C30 4.57 -4.23 2.08
C31 5.07 -4.53 0.81
C32 5.55 -3.49 -0.02
O3 -3.18 2.08 -0.58
H1 -6.83 4.44 0.64
H2 -6.47 3.88 2.26
H3 -8.06 3.54 1.61
H4 -7.15 1.95 0.02
H5 -6.38 1.61 1.59
H6 -5.12 -0.14 0.96
H7 -3.54 -0.29 0.20
H8 -4.59 0.45 -2.00
H9 -6.16 0.26 -1.20
H10 -3.12 -1.10 -1.83
H11 -3.93 -2.33 -2.82
H12 -2.65 -5.63 0.37
H13 -3.44 3.05 1.89
H14 -4.38 1.74 2.55
H15 -2.67 0.27 2.33
H16 -2.42 2.04 4.07
H17 -1.23 2.72 2.98
H18 -0.41 0.07 3.09
H19 -1.10 -0.94 5.01
H20 -1.97 0.53 5.54
H21 -0.25 0.28 5.90
H22 -1.49 0.18 0.49
H23 -0.46 1.38 1.22
H24 0.06 1.79 -1.01
H25 -1.31 0.91 -1.76
H26 -1.37 2.40 -3.40
H27 -1.76 3.70 -2.32
H28 0.90 3.60 -1.88
H29 0.33 4.44 -3.29
H30 1.06 2.69 -4.71
H31 0.79 1.46 -3.49
H32 3.03 3.46 -3.14
H33 3.22 2.02 -4.11
H34 3.09 2.30 -1.17
H35 2.11 0.97 -1.80
H36 4.87 1.07 -2.88
H37 3.89 -0.28 -2.32
H38 4.21 0.64 0.05
H39 5.51 1.61 -0.62
H40 7.85 -1.51 -2.24
H41 6.30 -2.26 -2.61
H42 6.63 -0.58 -3.09
H43 8.33 -0.97 0.57
H44 7.41 0.38 1.21
H45 8.31 0.57 -0.33
H46 4.97 -0.85 2.05
H47 4.15 -2.66 3.50
H48 4.22 -5.03 2.72
H49 5.12 -5.54 0.44
H50 5.95 -3.75 -0.99

Output
* E_LUMO: -0.10369 Ha
* net charge: +1

Please write out number 2 again, unchanged.
The following is a DFT calculation (ωB97M-V with the def2-TZVPD basis set) of a 2-piece molecular cluster, C2H3O2S overall in a non-equilibrium geometry.

Cartesian coordinates (Å):
C1 -1.11 -0.23 -2.32
C2 1.14 0.58 1.26
O1 -0.08 0.33 -2.17
O2 2.09 0.97 1.95
S1 -2.06 -1.09 -0.90
H1 0.27 0.45 1.83
H2 1.05 0.43 0.23
H3 -1.29 -1.44 0.13

Output
* E_LUMO: 0.13634 Ha
* net charge: -1